(1)
Here is a molecular structure, C39H57N6OS2SiV from the OMol25 dataset. Energies are from the ωB97M-V functional and the def2-TZVPD basis.

Values from the calculation:
- Net charge: +1
- Orbital gap (spin up / spin down): 6.88 / 7.29 eV
- HOMO (spin up / spin down): -9.47 / -9.91 eV
- Lowest unoccupied orbital energy (spin up / spin down): -2.5818 / -2.6187 eV
- 2S+1: 4

Atoms and positions in Å:
V 0.750 0.845 -0.197
C -2.187 0.403 4.764
C -1.783 -0.643 3.752
C -0.671 -1.458 3.984
C 0.248 -1.196 5.153
C -0.413 -2.542 3.137
C 0.657 -3.546 3.491
C -1.202 -2.744 2.004
C -0.905 -3.893 1.076
C -2.290 -1.905 1.745
C -3.175 -2.204 0.559
C -2.581 -0.851 2.618
C -3.783 0.033 2.376
H -1.836 1.403 4.498
H -1.800 0.174 5.754
H -3.270 0.455 4.859
H 0.016 -1.831 6.012
H 0.193 -0.165 5.489
H 1.287 -1.387 4.884
H 1.575 -3.419 2.909
H 0.309 -4.563 3.310
H 0.932 -3.488 4.541
H -1.483 -4.787 1.336
H 0.148 -4.171 1.101
H -1.154 -3.643 0.046
H -2.708 -1.909 -0.388
H -4.136 -1.702 0.618
H -3.380 -3.273 0.486
H -4.699 -0.418 2.768
H -3.948 0.216 1.315
H -3.673 1.005 2.848
C 4.282 0.153 -1.337
C 4.023 0.970 -0.104
C 5.052 1.472 0.669
C 4.726 2.227 1.797
C 3.415 2.455 2.145
C 2.396 1.920 1.330
N 2.746 1.209 0.216
N 1.059 1.995 1.488
Si 0.273 3.154 2.514
C -1.562 2.978 2.175
C 0.823 4.898 2.087
C 0.630 2.840 4.331
H 4.633 0.786 -2.153
H 3.380 -0.349 -1.681
H 5.052 -0.595 -1.143
H 6.080 1.277 0.399
H 5.518 2.630 2.416
H 3.163 3.015 3.033
H -1.874 3.621 1.349
H -2.164 3.259 3.041
H -1.815 1.944 1.924
H 0.403 5.227 1.134
H 1.911 4.973 2.014
H 0.499 5.606 2.853
H 0.673 1.770 4.544
H -0.151 3.276 4.958
H 1.576 3.281 4.651
C 2.775 -2.870 0.443
C 2.085 -1.725 0.802
N 1.120 -1.210 0.031
C 0.783 -1.853 -1.090
C 1.475 -2.948 -1.582
C 2.498 -3.456 -0.783
C 1.275 -3.447 -2.953
C 0.162 -3.477 -3.679
C -1.214 -3.128 -3.249
C -1.962 -3.969 -2.440
C -3.279 -3.611 -2.197
N -3.820 -2.502 -2.691
C -3.023 -1.762 -3.447
N -1.757 -2.013 -3.765
H 3.549 -3.256 1.091
H 2.315 -1.174 1.705
H -0.033 -1.429 -1.665
H 3.085 -4.298 -1.130
H 2.190 -3.777 -3.436
H 0.240 -3.802 -4.712
H -1.540 -4.878 -2.037
H -3.922 -4.237 -1.587
H -3.452 -0.851 -3.855
C -1.947 0.898 -1.039
C -1.645 2.335 -1.405
O -0.240 2.524 -1.283
C 0.198 3.825 -1.705
C 1.690 3.940 -1.532
H -3.001 0.759 -0.802
H -1.436 0.609 -0.099
H -1.667 0.214 -1.842
H -2.162 3.032 -0.741
H -1.948 2.549 -2.435
H -0.331 4.574 -1.106
H -0.099 3.948 -2.751
H 1.971 3.829 -0.485
H 2.015 4.928 -1.862
H 2.210 3.187 -2.124
S 1.151 0.513 -3.390
C 0.471 0.823 -4.877
N -0.417 0.060 -5.504
C -1.042 0.621 -6.695
C -0.042 1.633 -7.251
S 0.863 2.250 -5.799
H -0.820 -0.732 -5.001
H -1.986 1.106 -6.430
H -1.247 -0.168 -7.417
H -0.537 2.459 -7.754
H 0.661 1.166 -7.937

Force components x, y, z for each atom (eV/Å):
V -0.66 0.75 -0.67
C -0.03 0.05 0.04
C -0.02 -0.05 -0.01
C 0.00 0.01 -0.03
C 0.04 0.01 0.05
C -0.03 0.03 0.03
C 0.07 -0.06 0.02
C -0.03 0.03 0.06
C 0.03 -0.06 -0.03
C -0.01 0.03 0.04
C 0.10 0.09 0.01
C 0.02 0.00 0.02
C -0.04 0.03 -0.03
H 0.01 -0.02 -0.01
H 0.01 -0.01 0.00
H 0.00 -0.01 0.00
H -0.02 0.00 -0.01
H -0.01 0.00 0.00
H -0.01 0.00 0.00
H -0.02 0.02 0.01
H -0.01 0.00 -0.01
H -0.02 -0.01 -0.01
H 0.00 0.01 0.02
H -0.01 0.01 -0.01
H 0.01 0.03 -0.01
H 0.00 0.03 0.17
H -0.01 0.00 -0.01
H 0.02 0.01 0.06
H 0.01 -0.01 0.00
H 0.01 0.00 0.00
H 0.00 -0.01 0.00
C 0.09 -0.01 -0.01
C 0.06 -0.01 -0.08
C -0.08 -0.03 -0.04
C 0.01 0.01 0.03
C 0.06 0.02 0.01
C 0.17 0.06 0.12
N 0.09 0.04 0.14
N 0.17 0.02 0.05
Si -0.02 -0.09 0.05
C -0.02 0.00 0.01
C -0.01 -0.03 0.02
C -0.03 0.00 -0.01
H -0.01 0.02 0.01
H -0.04 -0.02 0.03
H 0.01 0.02 -0.02
H 0.00 0.00 0.00
H 0.00 0.00 0.00
H 0.00 0.00 0.00
H 0.02 0.00 -0.02
H 0.00 0.04 0.00
H 0.03 -0.01 0.02
H 0.00 0.00 -0.01
H 0.00 0.00 0.01
H -0.03 0.00 0.00
H 0.00 0.01 -0.02
H 0.01 0.01 0.00
H 0.01 -0.01 -0.02
C -0.08 0.08 -0.06
C -0.02 -0.02 -0.02
N 0.02 -0.52 0.12
C -0.14 -0.02 -0.11
C 0.15 -0.12 0.05
C 0.04 0.04 0.03
C -0.01 -0.09 -0.02
C 0.05 0.04 0.01
C -0.09 0.00 -0.11
C 0.02 -0.01 -0.01
C 0.00 -0.15 -0.09
N -0.02 0.00 -0.08
C -0.05 0.06 -0.01
N 0.03 -0.11 0.01
H 0.01 -0.02 -0.02
H 0.02 -0.01 0.00
H 0.10 0.06 -0.02
H -0.01 -0.01 0.00
H -0.04 -0.05 0.01
H -0.02 0.01 0.01
H 0.00 0.01 -0.02
H 0.02 0.02 -0.05
H 0.01 -0.02 -0.01
C 0.12 -0.01 0.11
C 0.02 -0.02 -0.01
O 0.11 0.04 0.20
C -0.04 -0.04 -0.01
C 0.02 0.04 0.02
H -0.03 -0.02 -0.10
H -0.15 -0.03 0.07
H 0.03 -0.01 0.02
H -0.01 0.00 -0.01
H -0.01 -0.01 0.00
H -0.01 -0.01 -0.01
H 0.04 0.01 0.00
H -0.01 0.00 0.01
H 0.00 -0.02 -0.02
H -0.01 -0.02 -0.02
S 0.23 -0.02 0.04
C -0.14 -0.05 0.12
N 0.06 0.16 -0.04
C 0.05 -0.01 0.00
C -0.07 -0.02 -0.04
S -0.01 -0.01 -0.02
H -0.04 -0.09 0.09
H 0.02 0.01 0.01
H -0.02 0.01 0.00
H 0.01 0.00 -0.01
H 0.02 0.00 0.02

=====

(2)
Here is 7 unconnected molecules or ions with the total composition C39H59BIN9O5PS from the OMol25 dataset. Energies are from the ωB97M-V functional and the def2-TZVPD basis.

Values from the calculation:
- Net charge: +1
- Orbital gap: 5.73 eV
- HOMO: -9.27 eV
- Lowest unoccupied orbital energy: -3.5393 eV
- 2S+1: 1

Atoms and positions in Å:
C -3.139 2.280 -1.387
C -3.415 1.146 -0.726
C -2.458 0.407 0.083
C -1.124 0.276 -0.173
P -0.227 0.964 -1.600
O -0.148 2.570 -1.517
O 1.321 0.469 -1.599
S -1.079 0.353 -3.212
N -0.594 -0.513 0.882
B 0.842 -0.960 1.041
O 1.820 -0.020 1.040
C 1.199 -2.477 1.235
C 0.704 -3.408 0.090
C -1.599 -0.806 1.686
O -1.386 -1.533 2.773
C -1.110 -0.741 3.976
C 0.375 -0.682 4.352
N 0.526 -0.090 5.682
C 0.904 1.328 5.649
C 2.399 1.534 6.016
C 2.585 2.825 6.833
O 2.838 0.434 6.827
N -2.761 -0.308 1.261
C -4.123 -0.425 1.800
I -4.378 0.347 3.798
C -4.581 -1.904 1.589
C -4.580 -2.153 0.058
H -2.528 3.050 -0.914
H -3.562 2.455 -2.377
H -4.435 0.753 -0.780
H 0.065 2.886 -2.414
H 1.807 1.190 -1.155
H 2.612 -0.369 0.606
H 0.743 -2.834 2.171
H 2.279 -2.639 1.348
H 0.801 -4.443 0.448
H -0.358 -3.283 -0.160
H 1.335 -3.364 -0.806
H -1.685 -1.141 4.817
H -1.454 0.287 3.802
H 0.911 -0.020 3.656
H 0.856 -1.671 4.318
H -0.325 -0.184 6.223
H 0.337 1.849 6.436
H 0.660 1.838 4.703
H 3.053 1.565 5.129
H 1.955 2.751 7.729
H 3.639 3.000 7.071
H 2.196 3.672 6.248
H 3.542 0.804 7.372
H -4.770 0.180 1.163
H -5.595 -2.082 1.965
H -3.909 -2.643 2.044
H -4.903 -3.169 -0.189
H -3.595 -1.998 -0.401
H -5.267 -1.448 -0.431
N -2.244 3.255 2.524
C -1.132 4.059 2.489
C -1.542 5.350 2.682
C -2.954 5.327 2.844
C -3.357 4.023 2.745
H -2.243 2.259 2.409
H -0.151 3.642 2.330
H -0.902 6.216 2.705
H -3.599 6.174 3.016
H -4.335 3.576 2.811
N -3.963 6.050 -1.385
C -3.805 6.626 -2.618
C -2.517 7.082 -2.707
C -1.870 6.765 -1.481
C -2.787 6.127 -0.688
H -4.811 5.636 -1.045
H -4.620 6.663 -3.321
H -2.085 7.587 -3.555
H -0.848 6.981 -1.213
H -2.705 5.724 0.308
N 2.902 1.149 -3.904
C 3.860 2.001 -3.419
C 4.851 2.104 -4.360
C 4.471 1.286 -5.457
C 3.265 0.715 -5.147
H 2.062 0.883 -3.421
H 3.757 2.458 -2.447
H 5.746 2.697 -4.273
H 5.021 1.134 -6.372
H 2.638 0.037 -5.701
N 6.623 -1.348 -6.541
C 7.846 -0.861 -6.918
C 8.273 -1.582 -8.001
C 7.267 -2.540 -8.294
C 6.262 -2.369 -7.380
H 6.075 -1.009 -5.770
H 8.305 -0.047 -6.384
H 9.203 -1.438 -8.525
H 7.279 -3.270 -9.087
H 5.324 -2.883 -7.251
N -6.149 -4.891 3.586
C -7.025 -5.547 4.409
C -7.598 -6.561 3.691
C -7.044 -6.521 2.384
C -6.153 -5.483 2.350
H -5.589 -4.099 3.841
H -7.165 -5.235 5.430
H -8.332 -7.257 4.061
H -7.275 -7.180 1.563
H -5.524 -5.114 1.557
N 5.267 -5.153 -3.702
C 5.699 -3.884 -3.968
C 4.617 -3.047 -3.892
C 3.487 -3.844 -3.562
C 3.923 -5.139 -3.449
H 5.849 -5.972 -3.694
H 6.734 -3.688 -4.189
H 4.632 -1.980 -4.055
H 2.473 -3.506 -3.424
H 3.394 -6.047 -3.213

Force components x, y, z for each atom (eV/Å):
C 0.11 0.16 0.40
C -0.88 -0.31 0.45
C -0.49 1.21 0.15
C 0.68 0.65 0.84
P -0.87 -0.79 -2.39
O 0.53 -0.72 0.79
O -0.83 0.94 1.07
S 0.28 -0.02 0.22
N 0.14 1.17 -0.90
B 1.16 -1.10 0.53
O -0.80 0.48 -0.74
C -0.44 -0.27 -0.56
C 0.13 -0.69 0.48
C 0.37 -1.32 1.35
O -0.73 0.16 -0.04
C 0.65 0.70 0.59
C 0.20 -0.16 0.13
N -0.55 0.58 -0.95
C 0.40 0.05 1.04
C 0.49 0.07 0.50
C -0.75 -0.05 -0.87
O -0.19 0.35 -0.17
N 0.42 1.06 -0.65
C -0.28 -1.58 -0.02
I -0.13 -0.18 -0.45
C 0.23 0.07 -0.77
C -0.23 0.19 0.06
H 0.76 -0.46 -0.78
H -0.70 0.52 0.66
H 0.58 -0.66 -0.92
H -0.19 0.16 0.09
H 0.38 -0.44 0.06
H 0.19 -0.04 0.60
H 0.06 0.15 -0.16
H -0.20 0.28 0.06
H -0.07 0.21 -0.15
H 0.27 0.20 -0.08
H -0.29 0.33 0.11
H -0.03 -0.26 -0.44
H -0.01 -0.23 0.08
H -0.03 -0.33 -0.04
H -0.28 0.12 -0.07
H 0.14 -0.21 0.04
H 0.03 -0.17 -0.22
H 0.10 -0.17 0.10
H -0.35 0.04 -0.04
H 0.39 0.02 0.00
H -0.23 0.02 0.06
H 0.28 -0.04 0.18
H 0.01 -0.30 0.05
H 0.32 0.18 0.29
H 0.22 0.30 0.12
H -0.04 0.44 0.27
H 0.02 0.18 0.13
H -0.13 -0.15 0.16
H 0.06 -0.29 0.05
N 0.06 0.10 -0.03
C 0.04 -0.06 -0.06
C 0.05 -0.01 0.05
C 0.00 -0.03 0.05
C -0.08 -0.06 -0.06
H -0.05 0.01 0.05
H 0.00 0.04 -0.01
H -0.01 -0.01 0.00
H 0.01 -0.01 0.01
H 0.00 0.03 0.02
N 0.11 -0.05 -0.08
C -0.07 -0.02 0.00
C 0.00 -0.03 -0.05
C 0.02 -0.08 -0.02
C -0.04 -0.12 0.06
H -0.01 0.06 0.02
H 0.02 0.04 0.00
H -0.02 0.01 0.02
H -0.02 0.02 0.01
H 0.01 0.05 0.00
N 0.02 0.12 -0.13
C -0.08 -0.10 0.04
C 0.01 0.02 0.10
C 0.08 -0.06 -0.11
C -0.01 -0.07 0.03
H 0.11 -0.12 -0.19
H 0.06 0.04 -0.02
H -0.02 0.00 -0.01
H -0.03 0.05 -0.01
H 0.02 0.02 -0.01
N 0.07 -0.06 -0.11
C -0.02 0.06 0.13
C 0.05 0.04 0.00
C -0.04 -0.04 -0.01
C -0.09 -0.01 0.09
H -0.02 0.02 -0.04
H 0.02 -0.02 -0.02
H -0.01 0.00 0.01
H -0.01 0.02 0.01
H 0.03 -0.02 0.01
N 0.01 -0.02 -0.06
C 0.01 0.09 0.07
C 0.00 0.00 0.04
C 0.02 -0.01 -0.09
C 0.01 0.08 -0.03
H -0.01 -0.05 0.10
H -0.02 -0.02 -0.01
H 0.01 0.01 0.00
H 0.01 0.00 0.02
H -0.01 -0.05 -0.01
N -0.12 0.11 0.06
C 0.09 -0.03 -0.02
C 0.06 0.07 0.01
C -0.02 -0.02 0.07
C 0.02 -0.08 0.01
H 0.00 0.02 -0.02
H -0.03 0.03 -0.05
H -0.03 0.00 0.02
H 0.00 -0.02 -0.05
H -0.02 0.02 -0.03

=====

no.,E (eV),largest force on an atom (eV Å⁻¹)
1,-107590.862,1.21
2,-93943.888,2.67